Record 1
{
  "formula": "C3H5NO2",
  "method": "wB97M-V/def2-TZVPD",
  "symbols": ["C", "N", "C", "O", "C", "O", "H", "H", "H", "H", "H"],
  "xyz": [[-1.0530, 1.2127, 1.0147], [0.6856, -0.1349, -0.4442], [-0.3074, -0.7636, 0.0344], [-1.2319, -0.1904, 0.7893], [1.5813, -0.8159, -1.2720], [2.7771, -0.7256, -1.1701], [-1.0814, 1.7515, 0.0632], [-0.0891, 1.3942, 1.4981], [-1.8791, 1.5140, 1.6582], [-0.5165, -1.8305, -0.0872], [1.1142, -1.4114, -2.0842]],
  "homo_lumo_gap_ev": 10.887,
  "homo_energy_ha": -0.3728,
  "smiles": "CO/C=N/C=O",
  "e_tot_ev": -8776.260,
  "lumo_energy_ev": 0.74,
  "relative_energy_kj_mol": 138.4
}

Record 2
{
  "formula": "C4H5Cl3N3",
  "method": "wB97M-V/def2-TZVPD",
  "symbols": ["C", "C", "C", "C", "N", "N", "N", "Cl", "Cl", "Cl", "H", "H", "H", "H", "H"],
  "xyz": [[-0.8676, -1.9246, -0.4398], [-0.4186, 0.3684, -0.7013], [0.7201, 1.0132, -1.0664], [-0.4060, -1.9478, 1.9306], [-0.3224, -2.1061, 0.7098], [-0.7324, -0.8760, -1.1512], [1.0659, 2.4290, -0.7026], [-1.6605, 1.3566, 0.1269], [0.7933, -2.4620, 3.0165], [-1.8391, -1.4454, 2.6501], [-1.2497, -2.8003, -1.0444], [1.5639, 0.3946, -1.3327], [1.4722, 2.7767, -1.5462], [1.7751, 2.3882, 0.1099], [0.1057, 2.8356, -0.5591]],
  "homo_lumo_gap_ev": 9.708,
  "homo_energy_ha": -0.4879,
  "smiles": "[NH3+]/C=C(Cl)/N=C\\N=C(Cl)Cl",
  "e_tot_ev": -46257.644,
  "lumo_energy_ev": -3.57,
  "relative_energy_kj_mol": 61.3,
  "charge": 1
}